# 1
Density functional theory data (wB97M-V/def2-TZVPD) for a 6-piece molecular cluster, C12H28N4O12 overall at a distorted geometry.

Values from the calculation:
HOMO level (alpha / beta) (Ha): -0.4489 / -0.4489
Multiplicity: 2
Expectation value of S²: 0.76
Gap between HOMO and LUMO (alpha / beta) (eV): 7.50 / 2.35
Net charge: +1
E_LUMO (alpha / beta) (eV): -4.711 / -9.870

Each atom is followed by the atoms it is bonded to, with distances in Å.
Cartesian coordinates (Å):
1 C 3.29303 -3.58092 -3.73412  N2 1.504, H5 1.090, H6 1.090, H7 1.090
2 N 2.61419 -4.83790 -4.20580  C1 1.504, O3 1.259, O4 1.200
3 O 2.01840 -5.55775 -3.36203  N2 1.259
4 O 2.54574 -5.13703 -5.36564  N2 1.200
5 H 3.37123 -2.78260 -4.47213  C1 1.090
6 H 4.25118 -3.97085 -3.39059  C1 1.090
7 H 2.71887 -3.18361 -2.89710  C1 1.090
8 C 6.98127 -2.19468 -0.20410  N9 1.500, H12 1.090, H13 1.090, H14 1.090
9 N 5.67219 -2.59885 -0.81560  C8 1.500, O10 1.235, O11 1.195
10 O 5.00161 -1.77948 -1.45206  N9 1.235
11 O 5.38173 -3.74020 -0.61140  N9 1.195
12 H 6.78802 -1.21568 0.23444  C8 1.090
13 H 7.75267 -2.19338 -0.97419  C8 1.090
14 H 7.02008 -2.97279 0.55823  C8 1.090
15 C -5.21368 0.61452 1.57581  N16 1.503, H19 1.090, H20 1.090, H21 1.090
16 N -5.22855 -0.69739 0.84164  C15 1.503, O17 1.207, O18 1.173
17 O -5.93823 -1.58278 1.25261  N16 1.207
18 O -4.45110 -0.76194 -0.03449  N16 1.173
19 H -5.40504 0.32001 2.60768  C15 1.090
20 H -6.02993 1.18637 1.13444  C15 1.090
21 H -4.25952 1.13255 1.67243  C15 1.090
22 C -0.92697 -1.22094 3.44666  N23 1.514, H26 1.090, H27 1.090, H28 1.090
23 N -0.53330 -2.36260 4.35901  C22 1.514, O24 1.207, O25 1.254
24 O 0.39905 -3.02599 3.97468  N23 1.207
25 O -1.31181 -2.61722 5.30903  N23 1.254
26 H -1.64442 -1.67476 2.76299  C22 1.090
27 H -0.07732 -0.88670 2.85129  C22 1.090
28 H -1.50578 -0.53837 4.06891  C22 1.090
29 O -4.14110 6.65301 -0.41012  C30 1.284
30 C -3.25747 6.47460 0.50386  O29 1.284, O31 1.369, C34 1.549
31 O -2.03066 5.87589 0.40273  C30 1.369, C32 1.492
32 C -1.64683 5.22136 -0.88218  O31 1.492, C33 1.568, H35 1.090, H36 1.090
33 C -0.70545 4.01803 -0.53156  C32 1.568, H37 1.090, H38 1.090, H39 1.090
34 C -3.34299 7.20283 1.86778  C30 1.549, H40 1.090, H41 1.090, H42 1.090
35 H -1.16683 6.04662 -1.40817  C32 1.090
36 H -2.63012 4.92755 -1.24948  C32 1.090
37 H -0.34140 3.51002 -1.42458  C33 1.090
38 H -1.14045 3.31073 0.17455  C33 1.090
39 H 0.27822 4.26540 -0.13241  C33 1.090
40 H -2.62747 6.68529 2.50675  C34 1.090
41 H -4.27731 6.95362 2.37081  C34 1.090
42 H -3.18306 8.28100 1.87633  C34 1.090
43 O -0.18869 -1.62500 -2.69675  C44 1.218
44 C -0.20776 -1.02841 -1.63541  O43 1.218, O45 1.361, C48 1.539
45 O 0.54814 -1.24059 -0.52311  C44 1.361, C46 1.404
46 C 1.53007 -2.24434 -0.54490  O45 1.404, C47 1.531, H49 1.090, H50 1.090
47 C 1.94679 -2.60755 0.88239  C46 1.531, H51 1.090, H52 1.090, H53 1.090
48 C -1.38252 -0.05505 -1.42965  C44 1.539, H54 1.090, H55 1.090, H56 1.090
49 H 2.33308 -1.96224 -1.22584  C46 1.090
50 H 1.16424 -3.13661 -1.05296  C46 1.090
51 H 1.11421 -3.14997 1.33037  C47 1.090
52 H 2.21800 -1.72068 1.45512  C47 1.090
53 H 2.68538 -3.40536 0.96042  C47 1.090
54 H -2.30888 -0.61949 -1.53631  C48 1.090
55 H -1.28355 0.67039 -2.23714  C48 1.090
56 H -1.23921 0.55988 -0.54116  C48 1.090

***

# 2
Density functional theory data (wB97M-V/def2-TZVPD) for a 3-piece molecular cluster, C12H28NO4 overall at a distorted geometry.

Values from the calculation:
HOMO level (Ha): -0.0448
Multiplicity: 1
Gap between HOMO and LUMO (eV): 4.04
Net charge: -1
E_LUMO (eV): 2.826

Each atom is followed by the atoms it is bonded to, with distances in Å.
Cartesian coordinates (Å):
1 C 5.12157 -1.28688 1.79693  C2 1.351, H6 1.087, H7 1.089
2 C 4.69051 -0.01296 1.66596  C1 1.351, C3 1.529, H8 1.093
3 C 3.27801 0.43360 2.04429  C2 1.529, N4 1.422, H9 1.119, H10 1.120
4 N 2.38960 -0.10384 1.07240  C3 1.422, C5 1.441
5 C 1.08381 -0.38711 1.61248  N4 1.441, H11 1.106, H12 1.113, H13 1.108
6 H 5.53942 -1.84390 0.96171  C1 1.087
7 H 4.98058 -1.80776 2.74278  C1 1.089
8 H 5.36160 0.75027 1.26441  C2 1.093
9 H 3.09097 0.06553 3.08430  C3 1.119
10 H 3.26477 1.55313 2.06318  C3 1.120
11 H 0.28811 0.12895 1.04303  C5 1.106
12 H 0.85532 -1.47596 1.58745  C5 1.113
13 H 0.96053 -0.02105 2.65132  C5 1.108
14 C -5.30234 2.47458 0.71348  O15 1.413, H20 1.089, H21 1.092, H22 1.097
15 O -4.59950 3.48319 1.41112  C14 1.413, C16 1.420
16 C -3.98303 3.01915 2.60306  O15 1.420, C17 1.514, H23 1.095, H24 1.095
17 C -2.50697 2.73939 2.41746  C16 1.514, O18 1.410, H25 1.095, H26 1.095
18 O -2.28272 1.66647 1.52990  C17 1.410, C19 1.416
19 C -1.90732 2.06915 0.22476  O18 1.416, H27 1.094, H28 1.094, H29 1.088
20 H -5.52226 2.85855 -0.28193  C14 1.089
21 H -4.70915 1.56238 0.61835  C14 1.092
22 H -6.24786 2.23928 1.21728  C14 1.097
23 H -4.48695 2.11776 2.96829  C16 1.095
24 H -4.10471 3.80509 3.35563  C16 1.095
25 H -2.08222 2.45488 3.38586  C17 1.095
26 H -1.99055 3.64288 2.07556  C17 1.095
27 H -0.86786 2.41128 0.21091  C19 1.094
28 H -2.55860 2.86422 -0.15153  C19 1.094
29 H -1.98965 1.20152 -0.42710  C19 1.088
30 C 0.11265 -1.21576 -4.29926  O31 1.411, H36 1.089, H37 1.093, H38 1.098
31 O -0.48011 -1.78360 -3.15189  C30 1.411, C32 1.417
32 C -0.22497 -3.16983 -3.00658  O31 1.417, C33 1.515, H39 1.097, H40 1.095
33 C 0.89974 -3.45652 -2.03235  C32 1.515, O34 1.411, H41 1.097, H42 1.095
34 O 2.14111 -2.98096 -2.50626  C33 1.411, C35 1.434
35 C 2.53653 -1.74952 -1.88751  O34 1.434, H43 1.092, H44 1.090, H45 1.090
36 H 0.06818 -0.13334 -4.18677  C30 1.089
37 H 1.15783 -1.51650 -4.40279  C30 1.093
38 H -0.43815 -1.50113 -5.20552  C30 1.098
39 H 0.00666 -3.62020 -3.97951  C32 1.097
40 H -1.14696 -3.62684 -2.63112  C32 1.095
41 H 0.98296 -4.54494 -1.92206  C33 1.097
42 H 0.67018 -3.03142 -1.04987  C33 1.095
43 H 2.87828 -1.90463 -0.86170  C35 1.092
44 H 1.71866 -1.02877 -1.85950  C35 1.090
45 H 3.35427 -1.33780 -2.47863  C35 1.090